Record 1
This record from the Open Molecules 2025 dataset describes C6H9NSi in the gas phase. The level of theory is wB97M-V/def2-TZVPD.

Properties
* LUMO level: 0.21 eV
* HOMO-LUMO gap: 0.33959 hartree
* SMILES: N#CC/C=C\C=C\[SiH3]
* M: 123.2 g mol⁻¹

Geometry as XYZ:
```
17
Properties=species:S:1:pos:R:3:forces:R:3:nbo_charge:R:1
Si 3.1657 -0.5224 0.1765 0.36 1.78 0.96 0.85
N -1.2990 -1.8807 -1.3615 1.09 -1.29 -0.73 -0.31
C -2.7411 -0.4115 0.1368 1.49 -0.20 2.55 -0.56
C -2.0561 0.9304 -0.0691 0.91 1.99 -0.78 -0.16
C 0.3890 0.2808 0.1549 -0.66 -4.00 2.12 -0.20
C -1.8802 -1.3416 -0.5470 -1.57 0.03 -1.06 0.28
C -0.7084 1.1954 0.0009 -1.81 -0.62 0.25 -0.22
C 1.6486 0.5950 -0.0192 2.12 0.85 -0.08 -0.58
H 1.8941 1.6245 -0.2672 -0.16 0.20 -0.28 0.20
H -3.8093 -0.4526 -0.1848 1.05 -0.08 0.43 0.27
H -2.7269 1.7294 -0.4797 0.69 -0.54 0.99 0.22
H -2.5362 -0.7225 1.2501 -1.29 0.80 -1.60 0.26
H 0.2460 -0.8045 0.5706 -0.19 1.99 -1.03 0.20
H 4.4824 0.2969 -0.1717 -1.34 -0.81 0.61 -0.14
H 3.1082 -1.1315 1.5617 0.33 0.30 -0.52 -0.15
H 3.0360 -1.5362 -0.7757 0.02 -1.38 -1.12 -0.17
H -0.2128 2.1510 0.0244 -1.04 0.99 -0.74 0.22
```
Positions in Å, forces in eV/Å.



Record 2
This record from the Open Molecules 2025 dataset describes a gas-phase ion, C11H16ClF3NOS (charge +1). The level of theory is wB97M-V/def2-TZVPD.

Properties
* LUMO level: -3.43 eV
* HOMO-LUMO gap: 0.32436 hartree
* charge: +1
* SMILES: O=C(Cl)C[C@@H]1CC[C@@H](CCC(F)=C(F)F)[NH2+][C@@H]1S
* M: 302.8 g mol⁻¹

Geometry as XYZ:
```
34
Properties=species:S:1:pos:R:3:forces:R:3:nbo_charge:R:1
Cl -1.2952 -2.0253 3.2069 -0.11 0.28 0.01 -0.06
S 2.2042 -2.2504 0.9260 0.22 0.26 0.20 0.07
F -1.6227 3.0949 2.6351 0.58 -0.40 0.32 -0.29
F 0.4703 4.3281 0.1182 0.52 -0.38 0.31 -0.31
F -0.0780 4.6503 2.7856 -0.67 0.25 -0.23 -0.27
O -0.4764 -4.3033 2.3675 0.16 -0.72 0.29 -0.46
N 1.5878 -0.5370 -1.0446 0.15 0.51 0.30 -0.52
C -0.6077 3.6997 2.0500 0.37 0.19 -0.32 0.69
C 0.7865 1.8563 -0.8487 -0.10 -0.23 0.15 -0.42
C 0.7895 0.5708 -1.6751 -0.27 0.25 -0.48 -0.04
C -0.7667 -3.2216 2.0162 0.32 -0.17 -0.20 0.55
C -1.2360 -0.9106 -1.0005 0.33 0.36 -0.14 -0.41
C -0.3291 2.0191 0.1927 -0.04 1.04 -0.37 -0.47
C -0.7600 -2.8020 0.5707 -0.50 0.89 -0.18 -0.52
C -0.5638 0.0014 -2.0561 -0.16 -0.11 0.19 -0.44
C -0.4422 -1.3243 0.2813 -0.12 -0.32 -0.48 -0.27
C 1.0728 -0.9793 0.2957 -0.09 -0.82 0.19 -0.18
C -0.1730 3.3747 0.8347 -0.38 0.14 0.27 0.20
H -1.5590 -1.8069 -1.5218 -0.03 -0.10 0.02 0.23
H 1.3057 0.8061 -2.6046 0.25 -0.08 0.03 0.24
H 1.6611 -1.3439 -1.6655 -0.13 0.01 -0.12 0.43
H 0.6540 2.6572 -1.5718 0.06 0.05 -0.07 0.26
H -0.8743 -0.7733 1.1089 0.08 0.15 0.05 0.26
H -1.2872 1.9909 -0.3295 -0.12 -0.39 0.12 0.23
H -1.2303 0.8304 -2.2792 0.03 0.11 -0.11 0.25
H 2.0093 -3.1797 -0.0201 -0.14 -0.02 -0.03 0.12
H -2.1376 -0.4064 -0.6653 -0.13 -0.13 0.10 0.24
H 1.7704 2.0341 -0.4078 0.07 -0.04 0.07 0.22
H 2.5443 -0.2073 -0.8997 0.08 -0.13 0.00 0.45
H -0.2795 1.3007 1.0027 -0.27 -0.24 -0.07 0.22
H -0.1541 -3.4956 -0.0029 0.11 -0.14 0.10 0.24
H -0.4473 -0.5378 -2.9951 0.01 -0.12 -0.02 0.23
H 1.2469 -0.1528 0.9775 0.06 0.16 -0.07 0.25
H -1.7825 -2.9571 0.2188 -0.12 -0.09 0.16 0.26
```
Positions in Å, forces in eV/Å.



Record 3
This record from the Open Molecules 2025 dataset describes 2 unconnected molecules or ions with the total composition C4H8NPS. The level of theory is wB97M-V/def2-TZVPD.

Properties
* LUMO level: -0.42 eV
* HOMO-LUMO gap: 0.28150 hartree
* SMILES: CC=C=N.PC=S
* M: 133.2 g mol⁻¹

Geometry as XYZ:
```
15
Properties=species:S:1:pos:R:3:forces:R:3:nbo_charge:R:1
S 2.2455 1.2105 -0.4506 -1.15 -0.55 -0.38 0.00
P 2.2092 -1.5898 0.6758 -0.16 1.07 0.35 0.21
N -2.2144 -1.4602 0.1748 -3.27 -0.92 -2.24 -0.62
C -0.3923 -0.2018 1.1777 4.60 0.12 3.89 -0.43
C -1.3167 -0.7825 0.5501 -0.87 -1.06 -0.61 0.45
C -0.5109 1.1311 1.8158 -0.21 0.89 -2.11 -0.61
C 1.4283 -0.2203 -0.4126 1.98 -0.07 -0.18 -0.54
H -2.6461 -1.4793 -0.7837 1.20 -0.17 1.18 0.40
H -1.1621 1.7280 1.1343 0.47 0.10 0.96 0.22
H 0.3896 -0.8799 1.7527 -1.84 1.04 -1.57 0.27
H 0.6509 -0.5246 -1.1055 0.15 0.25 -0.15 0.19
H 2.7270 -0.4371 1.4125 0.05 -1.28 -0.04 0.01
H 3.4243 -1.8905 0.0078 -0.09 0.40 -0.27 -0.01
H 0.4508 1.6224 1.9620 0.09 0.02 -0.37 0.23
H -0.9269 0.9910 2.7637 -0.95 0.15 1.54 0.22
```
Positions in Å, forces in eV/Å.



Record 4
This record from the Open Molecules 2025 dataset describes a molecular structure, C22H18N2O2S2. The level of theory is wB97M-V/def2-TZVPD.

Properties
* LUMO level: -0.37 eV
* HOMO-LUMO gap: 0.31315 hartree
* M: 406.5 g mol⁻¹

Geometry as XYZ:
```
46
Properties=species:S:1:pos:R:3:forces:R:3:nbo_charge:R:1
S -4.2060 -2.6066 -3.0654 1.49 0.34 1.29 -0.06
S 4.5839 -3.8410 1.0979 -1.52 0.54 -0.21 -0.13
O 1.9694 -3.5517 0.2036 0.90 0.03 0.82 -0.47
O -1.7796 -3.0891 -1.7892 -1.21 0.86 -0.07 -0.48
N 2.5183 -2.0085 1.4138 2.91 0.62 0.84 -0.47
N -2.5638 -1.3066 -1.1502 -2.68 0.62 0.24 -0.48
C -4.3055 1.3138 -1.2726 1.67 -1.19 0.58 -0.18
C -1.2092 -2.4271 0.6331 2.88 -1.13 1.92 -0.22
C 0.0417 -2.5151 1.2999 -3.09 0.78 -3.07 -0.14
C -6.5632 1.9287 -1.7281 0.71 -0.58 1.48 -0.20
C 3.5439 -0.8365 1.4382 -2.63 0.78 1.02 -0.23
C 1.1622 -1.3987 -0.6781 -2.81 -1.20 -0.47 -0.21
C 3.0805 -3.1640 0.9539 0.59 -1.33 -0.34 0.38
C 1.5627 2.8897 1.5692 -0.60 1.17 0.33 -0.23
C -4.7092 0.0355 -0.7559 2.05 1.62 -0.70 -0.07
C 2.7112 0.4665 1.4552 1.57 0.43 -1.56 -0.04
C -5.2234 2.2766 -1.6139 1.31 -0.21 -1.42 -0.21
C 1.3617 -2.2831 0.5768 -1.95 1.22 -1.46 0.32
C -0.0563 -1.3923 -1.3467 1.13 1.05 0.59 -0.16
C -2.9411 -2.3043 -2.0488 0.56 -0.98 -0.73 0.35
C -3.7454 -0.9719 -0.1846 1.75 -0.25 -0.14 -0.22
C 2.5281 2.7142 0.5856 1.64 -0.38 0.42 -0.20
C 1.6271 0.6832 2.3414 1.36 1.71 -0.42 -0.23
C -6.9857 0.7373 -1.1654 -0.38 -0.42 1.22 -0.20
C 3.2561 1.4664 0.5472 -3.34 1.18 2.01 -0.22
C -1.3835 -2.0647 -0.8274 2.85 0.47 0.80 0.38
C -6.0296 -0.1872 -0.6676 -2.64 -0.63 0.99 -0.18
C 1.1076 1.9873 2.5074 1.34 -2.50 -2.16 -0.18
H -3.2100 1.5440 -1.4267 -1.30 -0.36 0.51 0.22
H -2.1104 -2.7035 1.2087 0.55 0.23 -0.36 0.22
H -3.3701 -0.6991 0.8241 0.25 0.34 -0.84 0.23
H -8.0520 0.6070 -0.8465 1.00 -0.10 -0.97 0.22
H 0.3328 2.1344 3.2151 -0.44 0.57 0.51 0.22
H -0.2523 -0.7575 -2.2801 0.62 -1.11 1.36 0.24
H 0.0939 -2.7347 2.3404 -0.06 -0.32 0.59 0.23
H 2.7937 3.6918 0.0831 -0.03 -1.70 0.06 0.23
H -4.1973 -1.9396 -0.0131 -0.70 -0.09 -0.07 0.21
H 4.1396 -0.9164 0.5277 0.13 0.04 0.29 0.21
H 1.3233 -0.0295 3.0596 -0.13 -1.16 0.33 0.22
H -7.2303 2.6531 -2.0573 -1.34 1.04 -0.55 0.21
H 2.0700 -0.9217 -1.0119 -0.15 0.20 -0.44 0.23
H -4.7543 3.2125 -1.9656 -0.92 -0.33 0.13 0.22
H -6.3562 -1.0644 -0.0487 0.03 0.74 -1.00 0.21
H 1.1591 3.8717 1.6606 -0.29 0.75 -0.17 0.21
H 4.1918 -0.7426 2.3699 -0.88 -1.21 -1.16 0.25
H 4.1378 1.3088 -0.0595 -0.17 -0.16 -0.03 0.23
```
Positions in Å, forces in eV/Å.